A cluster of 5 separate species, C12H18O3 in total. Source: OMol25; level of theory: wB97M-V/def2-TZVPD.

CARTESIAN COORDINATES (ANGSTROEM)
C -0.6347 1.2173 1.9375
C -0.6220 0.9775 0.5693
C -1.0651 2.0023 -0.2896
C -1.5428 3.2212 0.1995
C -1.5521 3.4044 1.5772
C -1.0590 2.4420 2.4620
H -0.2222 0.4613 2.5914
H -0.2556 0.0264 0.1856
H -1.1276 1.8302 -1.3206
H -1.8850 3.9657 -0.5085
H -1.8771 4.3833 1.9421
H -0.9944 2.6799 3.5346
C 1.2635 -2.4071 -2.7106
C 0.1062 -2.7774 -2.0366
C -0.9118 -1.8461 -1.9056
C -0.8033 -0.5931 -2.4791
C 0.3736 -0.2788 -3.1106
C 1.4504 -1.1439 -3.2537
H 2.0728 -3.1267 -2.7330
H 0.0889 -3.6742 -1.4394
H -1.8541 -2.1032 -1.4414
H -1.6299 0.1143 -2.4812
H 0.5168 0.7461 -3.4808
H 2.3265 -0.8710 -3.8625
O 2.6500 0.7283 2.8501
H 2.5240 0.4721 1.9364
H 2.6523 1.6906 2.8260
O 2.0690 -1.4257 0.6591
H 1.4169 -1.6231 1.3585
H 1.5529 -1.3832 -0.1485
O -0.7040 -2.3610 2.6292
H -1.4196 -1.7440 2.6224
H -0.9034 -3.0044 3.3208

Calculated values
**HOMO**: -0.3449 Eh
**Energy above the lowest of the compared OMol25 structures with the same formula, charge and spin**: 19.4 kcal/mol
**Lowest unoccupied orbital energy**: 0.0195 hartree
**Total energy**: -693.762934 hartree
**HOMO-LUMO gap**: 0.3644 hartree
**SMILES**: c1ccccc1.c1ccccc1.O.O.O

The molecule C4H3NO2. Source: OMol25; level of theory: wB97M-V/def2-TZVPD.

CARTESIAN COORDINATES (ANGSTROEM)
N 3.6277 -0.0015 -0.2213
C 2.4879 0.0719 -0.0937
C 1.0613 0.2488 0.1535
C 0.0152 -0.5276 0.1439
C -1.3971 0.1494 0.0762
O -1.7077 1.2981 -0.1318
O -2.3687 -0.7513 -0.2866
H 1.1993 1.4780 -0.0331
H 0.1686 -1.6508 0.1399
H -3.0866 -0.3149 0.2531

Calculated values
**HOMO**: -0.4161 Eh
**Energy above the lowest of the compared OMol25 structures with the same formula, charge and spin**: 59.5 kcal/mol
**Lowest unoccupied orbital energy**: -0.0339 hartree
**Total energy**: -359.375577 hartree
**HOMO-LUMO gap**: 0.3822 hartree
**SMILES**: N#C/C=C/C(=O)O

A structure of composition CH5N3OS2. Source: OMol25; level of theory: wB97M-V/def2-TZVPD.

CARTESIAN COORDINATES (ANGSTROEM)
C -0.0839 0.0505 0.0832
H 2.8440 -0.7632 0.8354
H -0.0798 -1.7853 0.1230
H 1.3633 0.9946 -0.6529
H -0.8271 2.2580 -1.0430
H -2.8195 -1.1323 1.1931
N 0.6030 -1.0521 0.3584
N 0.6546 1.2501 0.0429
N -1.3951 0.1555 -0.2295
O 0.0482 2.4825 -0.1117
S 2.2721 -1.3076 -0.3468
S -2.5797 -1.1507 -0.2521

Calculated values
**HOMO**: -0.3149 Eh
**Energy above the lowest of the compared OMol25 structures with the same formula, charge and spin**: 54.7 kcal/mol
**Lowest unoccupied orbital energy**: -0.0067 hartree
**Total energy**: -1076.807456 hartree
**HOMO-LUMO gap**: 0.3083 hartree

The molecule C7H7F. Source: OMol25; level of theory: wB97M-V/def2-TZVPD.

CARTESIAN COORDINATES (ANGSTROEM)
C -1.4926 -1.5319 -0.4749
C -0.6899 -0.4105 -0.6572
C -1.1175 0.6443 -1.5841
C -0.1100 1.5173 -1.5313
C 0.7788 1.1693 -0.3675
C 0.3195 -0.0156 0.1531
C 0.4496 -0.6558 1.5365
F 1.7134 -0.3097 2.0951
H -2.7499 -1.7924 -0.8226
H -1.1309 -2.3389 0.2367
H -1.9279 0.0936 -2.2004
H 0.1024 2.5693 -1.8992
H 1.5567 1.9666 -0.2510
H -0.5193 -0.3188 2.1474
H 0.4211 -1.6941 1.4849

Calculated values
**HOMO**: -0.3195 Eh
**Energy above the lowest of the compared OMol25 structures with the same formula, charge and spin**: 96.6 kcal/mol
**Lowest unoccupied orbital energy**: -0.0202 hartree
**Total energy**: -370.628468 hartree
**HOMO-LUMO gap**: 0.2993 hartree
**SMILES**: C=C1C=CC=C1CF

A cluster of 5 separate species, C25H51FNO12PSi in total. Source: OMol25; level of theory: wB97M-V/def2-TZVPD.

CARTESIAN COORDINATES (ANGSTROEM)
C 2.5008 1.1959 1.6497
C 2.7564 -0.3255 1.5261
C 2.8746 -0.8223 0.0648
Si 1.2591 -1.3870 -0.7632
C 0.8950 -0.4494 -2.3755
C 1.4843 0.9668 -2.4324
F 2.3744 1.0024 -3.4824
C -0.2524 -1.4472 0.3873
C -0.7601 -0.1100 0.8000
O -0.3857 0.9088 0.4086
O -1.8579 -0.1212 1.7034
C -1.5165 0.1011 3.0192
C -0.4247 -0.6645 3.7138
O -2.1278 0.8777 3.6136
P 1.5747 -3.5233 -1.4365
N 3.2828 -3.6612 -1.8104
O 1.2762 -4.4774 -0.0818
H 1.6262 1.3387 2.2782
H 2.2263 1.6302 0.6956
H 3.3485 1.7168 2.0717
H 3.7326 -0.4845 1.9798
H 2.0625 -0.9022 2.1285
H 3.4114 -0.0621 -0.4969
H 3.5423 -1.6825 0.0811
H 1.3728 -1.0328 -3.1614
H -0.1737 -0.4735 -2.5682
H 1.9592 1.2675 -1.5059
H 0.6741 1.6601 -2.6591
H -0.0572 -2.1108 1.2240
H -1.0580 -1.9233 -0.1779
H 0.0364 -1.4465 3.1225
H -0.8881 -1.1544 4.5596
H 0.3543 0.0082 4.0422
H 3.5806 -4.5574 -1.4300
H 3.3618 -3.7530 -2.8179
H 1.5784 -3.9790 0.6877
C -2.8512 -1.5633 8.1020
C -2.7546 -3.0286 7.7297
O -1.5719 -3.3039 6.9744
C -0.3710 -3.5756 7.5245
C -0.1563 -3.3008 8.9952
O 0.5204 -3.9628 6.8210
H -2.0275 -1.2579 8.7479
H -3.7885 -1.3617 8.6215
H -2.8058 -0.9417 7.2070
H -2.8217 -3.6841 8.5993
H -3.5848 -3.2931 7.0764
H 0.2391 -2.2926 9.1125
H 0.5748 -4.0129 9.3702
H -1.0511 -3.4134 9.6032
C 0.3568 7.4406 -2.6543
C -0.5885 6.6584 -3.5427
O -0.0016 5.4339 -3.9895
C -0.0399 4.2882 -3.2845
C -0.4579 4.3270 -1.8312
O 0.3259 3.2674 -3.8023
H 0.5952 6.8936 -1.7417
H -0.0841 8.3984 -2.3762
H 1.2972 7.6246 -3.1741
H -1.5522 6.4760 -3.0650
H -0.7940 7.2288 -4.4474
H 0.4297 4.4469 -1.2107
H -0.9335 3.3795 -1.5853
H -1.1739 5.1109 -1.5965
C 5.0047 -0.0908 -5.3967
C 5.8881 -1.1085 -6.0839
O 5.6965 -2.4132 -5.5267
C 4.7304 -3.2610 -5.9249
C 3.6083 -2.7433 -6.7959
O 4.7400 -4.3934 -5.5223
H 3.9485 -0.3161 -5.5424
H 5.1961 0.9129 -5.7774
H 5.1869 -0.0978 -4.3220
H 5.7494 -1.1190 -7.1663
H 6.9357 -0.8663 -5.9095
H 2.7865 -2.4180 -6.1589
H 3.2644 -3.5595 -7.4270
H 3.8985 -1.9301 -7.4569
C -7.3195 1.8838 -0.4698
C -7.2161 0.3982 -0.7470
O -6.0088 0.0731 -1.4377
C -4.8366 -0.1662 -0.8162
C -4.6815 0.1943 0.6412
O -3.9138 -0.5988 -1.4539
H -6.5189 2.2259 0.1864
H -8.2748 2.1198 0.0006
H -7.2372 2.4473 -1.3996
H -7.3193 -0.2010 0.1588
H -8.0227 0.0948 -1.4132
H -4.2813 1.2043 0.7171
H -3.9758 -0.4965 1.0828
H -5.6005 0.1205 1.2196

Calculated values
**HOMO**: -0.2704 Eh
**Lowest unoccupied orbital energy**: 0.0173 hartree
**Total energy**: -2671.551993 hartree
**HOMO-LUMO gap**: 0.2877 hartree
**SMILES**: CCC[Si@](CCF)(CC(=O)OC(C)=O)P(N)O.CCOC(C)=O.CCOC(C)=O.CCOC(C)=O.CCOC(C)=O

A structure of composition C32H25F5N5O2OsPS. Source: OMol25; level of theory: wB97M-V/def2-TZVPD.

CARTESIAN COORDINATES (ANGSTROEM)
Os -0.2017 -1.0296 -0.3865
N -2.7494 0.6978 3.1747
C -2.4891 2.0097 3.5550
C -3.1697 2.5785 4.6300
C -2.8999 3.8836 4.9706
C -1.9560 4.6439 4.2565
C -1.2806 4.0940 3.1994
C -1.5450 2.7585 2.8348
S -0.6911 2.0763 1.5341
N -1.2076 0.5423 1.4294
C -2.1260 0.0192 2.1899
C -2.5230 -1.3852 1.9201
C -3.3559 -2.0639 2.7868
C -3.7293 -3.3683 2.4848
C -3.2507 -3.9206 1.3217
C -2.3896 -3.1855 0.5164
N -2.0100 -1.9330 0.7980
H -3.4830 0.2199 3.6771
H -3.8942 1.9983 5.1859
H -3.4206 4.3320 5.8053
H -1.7650 5.6662 4.5499
H -0.5492 4.6714 2.6493
H -3.6975 -1.6328 3.7163
H -4.3684 -3.9264 3.1546
H -3.5071 -4.9278 1.0263
H -1.9711 -3.6054 -0.3834
N 0.6319 0.8416 -2.8168
P 1.4924 -0.2639 -1.8220
C 2.8375 -1.0257 -2.7118
C 2.9828 -2.4066 -2.7944
C 4.0719 -2.9375 -3.4644
C 4.9875 -2.0943 -4.0797
C 4.8375 -0.7164 -4.0045
C 3.7736 -0.1759 -3.2998
C 2.3938 0.9230 -0.7712
C 3.5810 0.5512 -0.1327
C 4.2370 1.4313 0.7050
C 3.7303 2.7079 0.9213
C 2.5642 3.0997 0.2815
C 1.9056 2.2128 -0.5598
C -0.7269 0.9328 -2.7338
C -1.4585 1.6886 -3.6688
C -2.8150 1.7757 -3.5372
C -3.4602 1.1133 -2.4795
C -2.6913 0.3955 -1.6154
N -1.3387 0.2978 -1.7182
H 1.0505 1.1284 -3.6912
H 2.2608 -3.0632 -2.3294
H 4.1997 -4.0101 -3.5120
H 5.8290 -2.5132 -4.6144
H 5.5576 -0.0614 -4.4741
H 3.6957 0.9002 -3.1954
H 3.9986 -0.4346 -0.2914
H 5.1583 1.1322 1.1859
H 4.2583 3.4006 1.5624
H 2.1908 4.1081 0.4082
H 1.0279 2.5497 -1.0985
H -0.9382 2.1824 -4.4769
H -3.3887 2.3470 -4.2543
H -4.5328 1.1426 -2.3632
H -3.1291 -0.1746 -0.8068
O 0.2515 -1.7502 -3.4222
C -0.5553 -2.5429 -2.9684
O -0.9412 -2.5540 -1.7340
H -1.0043 -3.3150 -3.6085
F 1.6394 -0.5675 1.8108
C 1.1829 -1.6685 1.1158
F 2.2816 -2.2669 0.5502
C 0.7630 -2.6595 2.2203
F 1.7890 -3.0400 2.9659
F -0.1462 -2.0847 3.0445
F 0.1956 -3.7491 1.6821

Calculated values
**<S²>**: 6.029
**HOMO (alpha / beta)**: -0.4792 / -0.5063 Eh
**Energy above the lowest of the compared OMol25 structures with the same formula, charge and spin**: 10.0 kcal/mol
**Lowest unoccupied orbital energy (alpha / beta)**: -0.2467 / -0.3151 hartree
**Total energy**: -2987.733410 hartree
**Spin multiplicity**: 5
**HOMO-LUMO gap (alpha / beta)**: 0.2325 / 0.1912 hartree
**Charge**: +2

A cluster of 2 separate species, C5H14OS in total. Source: OMol25; level of theory: wB97M-V/def2-TZVPD.

CARTESIAN COORDINATES (ANGSTROEM)
C -1.5158 -0.0459 1.0625
C -1.2971 0.9851 -0.0399
C -1.0016 0.4838 -1.4736
C -0.1619 -0.7718 -1.6553
S 1.6297 -0.4270 -1.6799
C 2.2113 -1.2233 -0.1509
H -2.5119 -0.4980 1.1398
H -0.7867 -0.8585 1.0096
H -1.3000 0.3205 2.0661
H -0.5013 1.6457 0.3088
H -2.2058 1.5660 -0.1210
H -0.6075 1.3408 -2.0160
H -1.9828 0.2998 -1.9316
H -0.3199 -1.4601 -0.8195
H -0.3736 -1.2322 -2.6109
H 1.4367 -1.0617 0.6025
H 3.1371 -0.7101 0.0728
H 2.4603 -2.2894 -0.2261
O 1.2534 0.9611 2.2742
H 1.5306 1.2790 1.4044
H 0.9070 1.6961 2.7839

Calculated values
**HOMO**: -0.3097 Eh
**Energy above the lowest of the compared OMol25 structures with the same formula, charge and spin**: 7.1 kcal/mol
**Lowest unoccupied orbital energy**: 0.0286 hartree
**Total energy**: -672.308370 hartree
**HOMO-LUMO gap**: 0.3383 hartree
**SMILES**: CCCCSC.O

The molecule C7H10. Source: OMol25; level of theory: wB97M-V/def2-TZVPD.

CARTESIAN COORDINATES (ANGSTROEM)
C 1.3786 0.0380 -0.7911
C 0.7041 1.3906 -0.4260
C -0.6879 0.7216 -0.6407
C 0.0740 -0.7193 -0.8799
C -0.7024 -1.2292 0.3402
C -0.3637 -0.5284 1.5992
C -1.3356 0.1042 0.6282
H 1.7927 0.1014 -1.8068
H 2.0609 -0.6040 -0.2286
H 0.8905 1.7679 0.5838
H 0.9100 2.2152 -1.1243
H -1.4099 1.2612 -1.2677
H 0.4419 -1.6226 -1.4429
H -1.2137 -2.1855 0.2807
H -0.8107 -0.9535 2.4933
H 0.6424 -0.1423 1.7334
H -2.3513 0.3163 0.9655

Calculated values
**HOMO**: -0.3235 Eh
**Energy above the lowest of the compared OMol25 structures with the same formula, charge and spin**: 90.2 kcal/mol
**Lowest unoccupied orbital energy**: 0.0439 hartree
**Total energy**: -272.574280 hartree
**HOMO-LUMO gap**: 0.3675 hartree
**SMILES**: C1C[C@H]2[C@@H]1[C@H]1C[C@@H]21

| no. | strongest force on any atom (eV/Å) |
| --- | --- |
| 1 | 2.35 |
| 2 | 6.75 |
| 3 | 6.02 |
| 4 | 7.48 |
| 5 | 4.41 |
| 6 | 0.98 |
| 7 | 1.04 |
| 8 | 2.46 |